ORCA calculation (ωB97M-V/def2-TZVPD) on N2 in the gas phase.

## Properties
Charge: 0
ΔE to the lowest compared entry with this formula, charge and spin: 9.161 eV
Kohn-Sham gap: 9.47 eV
Calculated total energy: -109.2159 hartree
Structure (SMILES): N#N

Last column: Löwdin charge in e.
Positions of all 2 atoms, in Å:
1 N 0.00 0.00 0.85  0.000
2 N 0.00 0.00 -0.85  0.000